No. 1
14
Properties=species:S:1:pos:R:3:nbo_charge:R:1 method="wB97M-V/def2-TZVPD" lumo_energy_ev=0.876 orbital_gap_ev=8.53 multiplicity=1 fmax_ev_per_a=1.17 de_lowest_kcal_mol=65.08
C -2.081 -0.297 -0.419 -0.628
C -0.650 -0.026 -0.039 -0.025
C 0.449 -0.859 -0.502 -0.507
C 1.717 -0.555 -0.196 0.520
N 2.929 -0.439 -0.307 -0.688
O 1.083 1.141 0.958 -0.676
C -0.290 0.968 0.788 0.024
H -2.760 0.016 0.381 0.222
H -2.355 0.270 -1.318 0.224
H -2.258 -1.355 -0.634 0.217
H 0.294 -1.813 -0.988 0.253
H 3.518 -0.256 0.491 0.389
H -0.877 1.459 1.549 0.184
H 1.280 1.747 0.235 0.491

***

No. 2
18
Properties=species:S:1:pos:R:3:nbo_charge:R:1 method="wB97M-V/def2-TZVPD" lumo_energy_ev=0.156 orbital_gap_ev=8.39 multiplicity=1 fmax_ev_per_a=5.52 de_lowest_kcal_mol=0.00
C 0.855 -0.063 0.345 0.669
C -1.216 -1.466 0.294 0.273
C -1.791 -3.447 1.078 -0.031
C -3.030 -3.046 0.591 -0.487
C 1.255 1.237 -0.230 -0.001
C 2.493 1.792 0.150 -0.411
C 1.198 3.032 -1.392 -0.121
H -1.053 0.405 -0.419 0.424
H -1.492 -4.395 1.625 0.223
H -3.814 -3.706 0.481 0.235
H 3.068 1.447 0.857 0.239
H 0.865 3.808 -1.867 0.193
N -0.525 -0.361 0.008 -0.644
N -0.835 -2.454 0.972 -0.461
N 0.542 2.015 -1.026 -0.406
O 1.562 -0.774 0.981 -0.520
S -2.934 -1.561 -0.194 0.332
S 2.751 3.185 -0.633 0.493

***

No. 3
25
Properties=species:S:1:pos:R:3:nbo_charge:R:1 method="wB97M-V/def2-TZVPD" lumo_energy_ev=0.867 orbital_gap_ev=9.63 multiplicity=1 fmax_ev_per_a=0.67 de_lowest_kcal_mol=0.00
S -0.162 -1.281 -1.109 0.083
S 0.924 -1.096 0.607 0.088
C 1.103 -1.769 -2.303 -0.760
C 0.444 1.663 0.621 -0.626
C 1.539 0.615 0.507 -0.537
H 1.599 -2.706 -2.002 0.224
H 0.599 -1.932 -3.271 0.228
H 1.872 -0.989 -2.434 0.215
H 0.876 2.676 0.553 0.211
H -0.081 1.569 1.587 0.213
H -0.290 1.538 -0.192 0.218
H 2.115 0.726 -0.432 0.210
H 2.254 0.684 1.350 0.234
C 2.704 -0.970 3.956 -0.217
C 3.986 -0.497 3.676 -0.218
C 1.696 -0.077 4.323 -0.221
C 4.261 0.868 3.762 -0.219
C 1.971 1.289 4.408 -0.209
C 3.253 1.761 4.128 -0.223
H 2.488 -2.044 3.889 0.221
H 4.780 -1.200 3.388 0.218
H 0.687 -0.449 4.543 0.221
H 5.271 1.240 3.541 0.216
H 1.178 1.991 4.697 0.216
H 3.470 2.835 4.195 0.216

***

No. 4
122
Properties=species:S:1:pos:R:3:mulliken_charge:R:1 method="wB97M-V/def2-TZVPD" lumo_energy_ev=-2.252 orbital_gap_ev=8.25 total_charge=+1 multiplicity=1 fmax_ev_per_a=1.23
C -4.253 -4.991 -2.459 -1.094
C -4.099 -5.253 -0.956 -0.337
C -3.371 -6.574 -0.639 -0.636
C -2.603 -6.560 0.713 -0.733
C -1.243 -7.287 0.672 -0.563
C -0.122 -6.623 1.510 -0.495
C 1.276 -6.948 0.948 0.255
C 2.412 -6.811 1.983 -1.331
C 3.204 -5.486 1.965 -0.651
C 4.285 -5.449 0.862 -1.146
C 4.282 -4.242 -0.105 0.450
C 5.101 -4.580 -1.355 -0.657
C 5.710 -3.400 -2.152 -0.912
C 5.022 -3.015 -3.464 -1.280
C 3.593 -2.457 -3.326 0.010
C 3.605 -1.272 -2.335 -0.557
C 2.515 -0.217 -2.601 -0.719
C 2.796 1.081 -1.840 0.616
F 3.333 1.984 -2.720 -0.364
F 3.697 0.952 -0.853 -0.327
C 1.569 1.825 -1.257 0.868
F 1.988 3.038 -0.826 -0.341
F 0.687 2.041 -2.252 -0.332
C 0.887 1.118 -0.033 0.447
F 1.434 -0.098 0.113 -0.258
F 1.143 1.784 1.081 -0.229
C -0.649 0.865 -0.151 0.493
F -0.961 0.362 -1.311 -0.280
F -0.956 -0.035 0.765 -0.292
S -1.769 2.357 0.204 1.509
F -0.579 3.373 -0.090 -0.330
F -1.387 2.297 1.742 -0.299
F -2.998 1.388 0.470 -0.314
F -2.208 2.466 -1.319 -0.299
F -2.707 3.612 0.531 -0.327
O 2.704 -3.499 -2.943 0.032
C 1.504 -3.614 -3.712 0.235
C 1.838 -4.427 -4.978 -0.884
O 0.913 -4.291 -6.033 -0.390
C -0.254 -5.083 -5.974 -0.225
N 0.037 -6.515 -5.912 -0.537
P 0.250 -4.474 -2.631 0.501
O 1.172 -5.751 -2.144 -0.601
Br 0.399 -3.095 -0.898 -0.278
H -4.661 -3.987 -2.639 0.373
H -4.966 -5.698 -2.906 0.342
H -3.293 -5.061 -2.988 0.107
H -5.105 -5.293 -0.513 0.353
H -3.578 -4.413 -0.480 0.259
H -2.667 -6.826 -1.443 0.341
H -4.117 -7.381 -0.600 0.344
H -2.427 -5.514 0.999 0.328
H -3.250 -6.989 1.491 0.392
H -1.346 -8.314 1.041 0.281
H -0.888 -7.303 -0.369 0.181
H -0.180 -6.985 2.547 0.372
H -0.271 -5.533 1.555 0.239
H 1.246 -7.969 0.544 0.536
H 1.488 -6.285 0.095 -0.477
H 2.013 -7.003 2.987 0.454
H 3.140 -7.615 1.786 0.398
H 2.512 -4.635 1.881 0.237
H 3.675 -5.406 2.954 0.506
H 4.262 -6.395 0.302 0.503
H 5.262 -5.417 1.367 0.397
H 4.761 -3.411 0.436 0.430
H 3.247 -3.961 -0.343 -0.506
H 5.960 -5.178 -1.013 0.709
H 4.521 -5.226 -2.026 0.113
H 5.838 -2.524 -1.499 0.345
H 6.731 -3.708 -2.421 0.443
H 5.053 -3.859 -4.163 0.332
H 5.601 -2.192 -3.914 0.478
H 3.330 -2.049 -4.320 0.595
H 3.471 -1.668 -1.318 -0.054
H 4.593 -0.803 -2.410 0.547
H 2.504 0.028 -3.668 0.577
H 1.532 -0.623 -2.332 -0.078
H 1.143 -2.608 -3.979 0.264
H 2.785 -4.023 -5.359 0.200
H 2.040 -5.474 -4.710 0.506
H -0.917 -4.767 -5.152 0.181
H -0.784 -4.872 -6.911 0.338
H -0.140 -6.860 -4.972 0.169
H -0.630 -7.020 -6.488 0.286
H 0.978 -6.501 -2.726 0.292
C -0.478 9.747 5.440 -1.476
C -0.447 8.524 4.525 -0.208
C -0.627 8.881 3.048 -0.732
C -1.989 9.351 2.564 -0.922
N -3.145 8.371 2.555 0.276
C -3.846 8.290 3.888 -0.504
C -4.636 9.585 4.008 -0.736
C -4.997 9.977 2.562 -0.590
C -4.234 8.989 1.680 -0.656
C -2.790 7.015 1.975 -0.934
C -2.188 5.965 2.922 -0.413
C -0.817 5.437 2.497 -1.435
H -1.401 10.321 5.326 0.250
H -0.406 9.447 6.485 0.403
H 0.360 10.412 5.229 0.404
H -1.188 7.802 4.865 0.081
H 0.516 8.023 4.633 0.449
H -0.278 8.070 2.408 0.282
H 0.048 9.714 2.828 0.599
H -1.876 9.659 1.526 0.368
H -2.321 10.224 3.125 0.552
H -4.497 7.417 3.843 0.526
H -3.123 8.166 4.687 0.347
H -4.028 10.362 4.471 0.221
H -5.508 9.455 4.644 0.488
H -4.718 11.008 2.351 0.301
H -6.064 9.893 2.373 0.345
H -3.774 9.429 0.800 0.472
H -4.888 8.179 1.368 0.431
H -2.154 7.208 1.110 0.530
H -3.730 6.619 1.599 0.295
H -2.872 5.115 2.916 0.611
H -2.164 6.300 3.956 0.435
H -0.781 5.279 1.422 0.253
H -0.619 4.485 2.985 0.381
H -0.003 6.107 2.773 0.275

***

No. 5
32
Properties=species:S:1:pos:R:3:nbo_charge:R:1 method="wB97M-V/def2-TZVPD" lumo_energy_ev=2.679 orbital_gap_ev=7.25 total_charge=-1 multiplicity=1 fmax_ev_per_a=10.05
C -1.896 2.050 1.943 -0.344
C -2.617 2.216 0.729 -0.008
C -3.471 2.381 -0.661 -0.474
C -2.785 1.707 -1.987 -0.417
C -1.207 1.296 -1.827 -0.904
Nb -1.097 -0.921 -1.263 1.860
N -1.266 -3.040 -0.786 -0.836
C -2.527 -3.511 -1.153 0.810
O -3.831 -3.742 -1.463 -0.598
H -1.411 1.736 2.987 0.278
H -4.500 1.801 -0.487 0.244
H -3.770 3.485 -0.931 0.230
H -2.919 2.374 -2.968 0.190
H -3.376 0.705 -2.216 0.237
H -0.569 2.009 -1.153 0.234
H -0.732 1.373 -2.919 0.230
H -2.784 -0.739 -0.551 -0.450
H -0.286 -0.589 0.320 -0.436
H 0.554 -1.140 -1.990 -0.410
H -1.780 -1.332 -2.926 -0.434
F 1.722 -1.081 -0.362 -0.295
C 2.615 -0.880 0.616 0.419
C 2.480 -1.567 1.817 -0.277
C 3.413 -1.363 2.834 -0.202
C 4.466 -0.464 2.641 -0.248
C 4.590 0.224 1.433 -0.204
C 3.663 0.011 0.413 -0.283
H 1.652 -2.255 1.952 0.239
H 3.321 -1.901 3.774 0.209
H 5.191 -0.301 3.436 0.204
H 5.407 0.926 1.287 0.208
H 3.749 0.531 -0.535 0.228

***

No. 6
8
Properties=species:S:1:pos:R:3:lowdin_spin:R:1 method="wB97M-V/def2-TZVPD" lumo_energy_ev="0.770 / -3.142" orbital_gap_ev="9.01 / 6.96" multiplicity=3 fmax_ev_per_a=9.06 de_lowest_kcal_mol=22.00 s2=2.008
O 0.745 -1.345 0.480 0.801
O -1.570 0.304 -0.563 0.013
O 1.415 -0.218 -0.020 0.367
O -1.957 -1.076 -0.242 0.027
P 1.084 1.254 0.220 0.751
H -0.983 -1.199 0.187 0.000
H -2.439 0.721 -0.719 0.001
H 2.505 1.348 -0.246 0.040

***

No. 7
99
Properties=species:S:1:pos:R:3:lowdin_spin:R:1 method="wB97M-V/def2-TZVPD" lumo_energy_ev="-4.391 / -7.449" orbital_gap_ev="5.10 / 5.46" total_charge=+2 multiplicity=5 fmax_ev_per_a=6.39 s2=6.034
P 0.248 0.760 -2.991 0.127
C -1.046 0.626 -4.237 0.013
C -1.442 1.750 -4.981 0.009
H -1.033 2.736 -4.750 0.001
C -2.357 1.597 -6.025 0.000
H -2.656 2.471 -6.603 0.000
C -2.873 0.330 -6.321 0.010
H -3.581 0.215 -7.141 0.001
C -2.485 -0.787 -5.575 0.000
H -2.884 -1.775 -5.809 0.000
C -1.575 -0.645 -4.525 0.011
H -1.265 -1.509 -3.938 0.001
C 0.441 2.508 -2.575 0.013
C -0.677 3.217 -2.087 0.006
H -1.657 2.735 -2.060 0.002
C -0.537 4.547 -1.691 0.001
H -1.391 5.063 -1.243 0.000
C 0.672 5.214 -1.898 0.001
H 0.772 6.265 -1.616 0.000
C 1.752 4.545 -2.481 0.001
H 2.682 5.075 -2.694 0.000
C 1.653 3.189 -2.798 0.004
H 2.497 2.665 -3.256 0.000
C 1.761 0.174 -3.780 0.033
C 2.010 0.462 -5.138 0.006
H 1.301 1.066 -5.705 0.000
C 3.165 -0.030 -5.750 0.003
H 3.362 0.211 -6.797 0.000
C 4.059 -0.824 -5.025 0.003
H 4.955 -1.217 -5.508 0.000
C 3.813 -1.117 -3.679 0.001
H 4.500 -1.730 -3.098 0.000
C 2.666 -0.614 -3.060 0.009
H 2.467 -0.840 -2.013 0.003
Os -0.782 -1.164 1.344 1.863
C 0.541 -0.077 2.377 -0.024
C 1.150 0.952 1.736 0.141
H 0.737 -0.266 3.445 -0.001
C 0.968 0.990 0.227 0.074
O 2.292 0.882 -0.340 0.038
H 2.250 1.050 -1.302 0.002
C 0.045 -0.110 -0.279 0.507
H 0.482 1.947 -0.071 0.019
C -0.245 -0.265 -1.590 0.475
Cl -2.292 -2.394 -0.082 0.139
P 0.683 -2.964 1.106 0.039
P -2.621 0.444 1.428 0.022
C -0.077 -4.625 1.074 0.000
H -0.464 -4.818 0.067 0.001
H -0.900 -4.681 1.795 0.000
H 0.690 -5.371 1.330 -0.001
C 1.689 -2.835 -0.402 0.023
H 2.457 -2.068 -0.241 0.002
H 1.050 -2.532 -1.238 0.004
H 2.169 -3.795 -0.633 0.000
C 1.948 -3.024 2.420 0.010
H 1.481 -2.946 3.407 0.000
H 2.634 -2.179 2.281 0.000
H 2.505 -3.968 2.346 0.001
C -4.228 -0.067 2.150 0.004
H -4.186 -0.047 3.246 0.001
H -4.478 -1.083 1.819 0.002
H -5.009 0.621 1.798 0.000
C -2.166 1.966 2.331 0.010
H -1.388 2.501 1.771 0.001
H -1.767 1.709 3.320 0.000
H -3.047 2.611 2.450 0.001
C -3.081 1.013 -0.236 0.007
H -3.009 0.169 -0.930 0.002
H -2.385 1.800 -0.544 0.002
H -4.110 1.393 -0.212 -0.001
P 2.319 2.134 2.475 0.019
C 2.130 2.235 4.252 0.000
C 1.918 3.725 1.744 0.003
H 2.299 1.254 4.715 0.000
H 1.124 2.586 4.518 0.000
H 2.870 2.949 4.647 0.000
H 2.054 3.689 0.656 0.001
H 2.572 4.496 2.172 0.000
H 0.871 3.976 1.962 0.000
C 3.987 1.656 2.037 0.010
H 4.158 0.615 2.343 0.000
H 4.704 2.313 2.548 0.001
H 4.103 1.722 0.949 0.001
H -0.945 -1.064 -1.858 0.019
C -1.637 -1.645 3.204 0.196
C -1.801 -2.745 4.202 0.033
C -2.888 -2.555 5.083 0.021
C -3.387 -3.620 5.820 0.000
C -2.685 -4.835 5.836 0.015
C -1.498 -4.962 5.111 0.001
C -1.073 -3.937 4.250 0.015
H -2.527 -1.739 2.525 0.038
H -1.683 -0.696 3.763 0.007
H -3.353 -1.570 5.130 0.001
H -4.323 -3.512 6.367 0.000
H -3.082 -5.677 6.404 0.001
H -0.895 -5.871 5.203 0.000
H -0.188 -4.024 3.622 0.001

***

No. 8
9
Properties=species:S:1:pos:R:3:nbo_charge:R:1 method="wB97M-V/def2-TZVPD" lumo_energy_ev=3.972 orbital_gap_ev=8.09 total_charge=-1 multiplicity=1 fmax_ev_per_a=3.56 de_lowest_kcal_mol=65.27
C 1.275 -0.096 0.707 0.465
N -1.875 -0.747 -0.770 -1.333
O -1.563 0.225 1.645 -1.154
O 1.924 -1.109 1.005 -0.692
O 1.364 0.549 -0.550 -0.759
P -0.914 -0.465 0.464 1.494
H 0.866 0.730 1.381 0.157
H -2.897 -0.354 -0.649 0.348
H 1.716 -0.107 -1.297 0.474

***

No. 9
15
Properties=species:S:1:pos:R:3:nbo_charge:R:1 method="wB97M-V/def2-TZVPD" lumo_energy_ev=-8.891 orbital_gap_ev=3.71 total_charge=+1 multiplicity=1 fmax_ev_per_a=7.33 de_lowest_kcal_mol=154.28
C 0.256 -0.555 1.915 -0.423
C -0.122 -0.733 -1.555 0.152
C -0.180 0.634 -1.741 -0.324
O -0.570 1.157 -3.204 -0.562
N 0.406 0.313 3.088 -0.758
H 1.060 -0.486 1.172 0.189
H 0.392 -1.636 2.227 0.228
H 0.620 -1.266 -2.134 0.226
H -1.099 -1.233 -1.429 0.232
H -0.971 1.369 -1.323 0.280
H 0.788 1.179 -1.751 0.280
H -0.609 0.414 -3.843 0.486
H -0.740 -0.284 1.492 0.204
H -0.300 0.977 3.246 0.388
H 1.071 0.150 3.839 0.404

***

No. 10
12
Properties=species:S:1:pos:R:3:nbo_charge:R:1 method="wB97M-V/def2-TZVPD" lumo_energy_ev="-0.597 / 0.202" orbital_gap_ev="6.15 / 9.10" multiplicity=1 fmax_ev_per_a=2.85 de_lowest_kcal_mol=117.91
C 0.595 -1.414 -0.179 -0.094
C -1.356 1.133 0.051 0.710
C 0.822 0.058 -0.443 -0.434
C -0.001 1.005 0.483 -0.582
N -0.494 -2.014 0.081 0.009
O -2.333 1.691 -0.231 -0.407
O -1.663 -1.548 0.134 -0.369
H 1.470 -2.049 -0.176 0.195
H 1.877 0.272 -0.261 0.230
H 0.606 0.299 -1.488 0.226
H 0.496 1.990 0.536 0.231
H -0.020 0.576 1.492 0.285

***

No. 11
61
Properties=species:S:1:pos:R:3:mulliken_charge:R:1 method="wB97M-V/def2-TZVPD" lumo_energy_ev=2.323 orbital_gap_ev=5.91 total_charge=-1 multiplicity=1 fmax_ev_per_a=1.43 de_lowest_kcal_mol=0.00
La 1.359 -0.459 0.952 1.011
C -4.429 0.482 3.670 -0.186
C -3.778 1.699 3.538 -0.601
C -2.400 1.697 3.383 -0.089
N -1.665 0.587 3.355 -0.148
C -2.306 -0.577 3.479 -0.091
C -3.680 -0.681 3.640 -0.574
H -5.506 0.443 3.783 0.362
H -4.323 2.633 3.546 0.383
H -1.858 2.632 3.264 0.281
H -1.695 -1.473 3.429 0.310
H -4.148 -1.655 3.720 0.374
C -1.975 1.145 -0.199 -1.073
C -2.537 -0.081 -0.924 0.532
C -3.162 -1.075 0.062 -1.515
C -1.547 -0.733 -1.880 0.513
C -1.772 -0.554 -3.239 -0.672
C -0.990 -1.164 -4.212 -1.261
C 0.006 -2.026 -3.778 -0.620
C 0.273 -2.247 -2.430 0.721
C 1.329 -3.300 -2.117 0.284
C 2.711 -2.709 -1.813 -1.077
C 0.918 -4.326 -1.056 -1.565
C -0.432 -1.517 -1.411 0.388
N -0.067 -1.559 -0.095 -0.483
H -2.740 1.612 0.433 0.422
H -1.616 1.890 -0.915 0.427
H -1.138 0.871 0.437 -0.229
H -3.354 0.284 -1.554 0.500
H -2.393 -1.493 0.712 0.110
H -3.635 -1.899 -0.479 0.434
H -3.925 -0.580 0.674 0.415
H -2.606 0.075 -3.546 0.320
H -1.172 -0.999 -5.268 0.331
H 0.589 -2.572 -4.517 0.327
H 1.448 -3.863 -3.047 0.433
H 2.712 -2.131 -0.892 -0.105
H 3.037 -2.047 -2.619 0.329
H 3.458 -3.499 -1.689 0.427
H 0.843 -3.866 -0.075 0.146
H 1.651 -5.140 -1.019 0.478
H -0.059 -4.754 -1.296 0.360
Cl 3.483 1.301 0.107 -0.251
C 2.492 2.764 -0.034 0.693
C 2.797 3.653 -1.048 -0.759
C 1.971 4.744 -1.261 -0.435
C 0.842 4.891 -0.456 -0.679
C 0.573 3.998 0.564 -0.374
C 1.410 2.899 0.854 0.769
C 1.139 1.957 1.930 -1.806
H 3.661 3.476 -1.676 0.423
H 2.193 5.449 -2.052 0.359
H 0.167 5.722 -0.628 0.354
H -0.306 4.136 1.185 0.272
H 0.289 2.264 2.534 0.154
H 2.017 1.802 2.570 0.600
N 3.375 -1.596 1.719 -0.582
C 4.539 -1.568 1.527 0.724
N 5.794 -1.616 1.411 -0.747
C 6.655 -0.945 0.678 0.538
N 7.480 -0.404 0.068 -0.582

***

No. 12
23
Properties=species:S:1:pos:R:3:nbo_charge:R:1 method="wB97M-V/def2-TZVPD" lumo_energy_ev=2.598 orbital_gap_ev=2.94 total_charge=-1 multiplicity=1 fmax_ev_per_a=4.04 de_lowest_kcal_mol=53.89
C 3.400 -0.920 0.324 -1.179
Zn 0.175 -0.609 -0.494 0.255
N 0.319 -0.859 -2.396 -1.333
H 5.865 -1.424 0.614 -0.251
H 0.001 -1.839 -2.419 0.411
H 5.084 -1.083 0.437 0.094
H 3.453 -0.956 -0.830 0.171
H 2.931 -1.818 0.901 0.203
H 3.213 0.162 0.656 0.171
H -0.352 -0.227 -2.829 0.363
H 1.182 -0.740 -2.930 0.389
C -2.199 -0.818 1.677 -0.763
C -1.975 0.409 0.884 0.396
N -0.973 0.722 0.046 -0.758
C -1.179 2.027 -0.433 -0.087
C -2.373 2.451 0.049 -0.135
N -2.812 1.439 0.894 -0.518
H -2.314 -0.551 2.741 0.213
H -3.136 -1.311 1.372 0.238
H -1.319 -1.455 1.513 0.266
H -0.478 2.442 -1.145 0.224
H -2.841 3.421 -0.047 0.219
H -3.673 1.535 1.417 0.410

***

No. 13
20
Properties=species:S:1:pos:R:3:lowdin_spin:R:1 method="wB97M-V/def2-TZVPD" lumo_energy_ev="-7.663 / -13.074" orbital_gap_ev="7.90 / 5.46" total_charge=+2 multiplicity=3 fmax_ev_per_a=5.76 de_lowest_kcal_mol=42.77 s2=2.016
C 0.598 -1.479 1.043 0.535
C -2.390 -0.660 -0.475 0.015
C -1.710 0.620 -0.239 0.033
C -0.699 0.411 0.833 0.076
N 0.850 -1.945 2.119 0.688
N 0.509 -0.421 0.290 0.508
N 2.883 1.316 -1.126 0.006
H 0.482 -0.648 -0.644 0.036
H -3.403 -0.485 -0.968 0.004
H -1.987 -1.274 -1.291 0.001
H -2.338 -1.380 0.449 0.005
H -2.270 1.433 0.180 0.005
H -1.341 0.916 -1.220 0.001
H -0.473 1.273 1.467 0.021
H -1.054 -0.267 1.664 0.019
H 0.648 -2.817 2.601 0.039
H 2.188 2.057 -1.199 0.001
H 2.532 0.438 -0.947 0.006
H 3.547 1.494 -0.441 0.000
H 3.428 1.418 -2.095 0.000